(1)
Formula: C17H14BrN3O6
Source: the Open Molecules 2025 dataset
Level of theory: ωB97M-V with the def2-TZVPD basis set

Largest force on an atom ... 1.38 eV/Å
SMILES string ... O=C1CN(C(=O)COC(=O)CNC(=O)c2ccc(Br)o2)c2ccccc2N1
Highest occupied orbital energy ... -8.8 eV
Energy relative to the best compared isomer or geometry (same formula, charge and spin) ... 0.0 kcal/mol

```
! RIJCOSX wB97M-V def2-TZVPD def2/J DEFGRID3
* xyz 0 1
O -1.61568 0.45240 -1.13800
C -1.79730 -0.71503 -0.87381
N -3.01128 -1.23286 -0.57857
C -3.21105 -2.55307 -0.16842
C -4.47442 -3.12594 -0.18325
C -4.64778 -4.42106 0.27221
C -3.56565 -5.14447 0.74440
C -2.29951 -4.58284 0.76265
C -2.11717 -3.28806 0.30597
N -0.86245 -2.63107 0.30080
C -0.07375 -2.63880 1.41060
O -0.25671 -3.39449 2.33751
C 1.08599 -1.64082 1.44030
H 1.57805 -1.75636 2.41085
H 1.81315 -1.83897 0.64339
O 0.61057 -0.29838 1.34133
C 1.24351 0.52604 0.50172
O 2.15374 0.19597 -0.21263
C 0.63016 1.91121 0.52679
N 1.45509 2.84956 -0.18333
C 2.13639 3.82206 0.46877
O 1.98796 4.07841 1.64752
C 3.05609 4.59192 -0.38747
C 3.86411 5.65201 -0.06552
C 4.55035 6.01202 -1.24473
C 4.10453 5.13875 -2.19393
O 3.20732 4.27754 -1.70043
Br 4.53694 4.97364 -3.99821
H 5.26671 6.79516 -1.37997
H 3.94499 6.10579 0.90007
H 1.72180 2.60133 -1.12426
H 0.52683 2.26028 1.55737
H -0.36124 1.84014 0.06279
C -0.70319 -1.78098 -0.85841
H -0.83034 -2.40083 -1.75744
H 0.27768 -1.31731 -0.91024
H -1.45647 -5.13481 1.14176
H -3.70447 -6.15267 1.10125
H -5.63229 -4.86217 0.26148
H -5.31502 -2.55058 -0.54166
H -3.81618 -0.62269 -0.63925
*
```

Löwdin population analysis, charges in e, atoms 1 to 6:
1 O 0.08
2 C -0.42
3 N 0.16
4 C -0.17
5 C -0.02
6 C -0.08



(2)
Formula: C17H14Cl2IIrN2O5S
Source: the Open Molecules 2025 dataset
Level of theory: ωB97M-V with the def2-TZVPD basis set

<S²> ... 0.759
Largest force on an atom ... 0.55 eV/Å
Highest occupied orbital energy (spin up / spin down) ... -12.1 / -12.1 eV
Energy relative to the best compared isomer or geometry (same formula, charge and spin) ... 35.7 kcal/mol

```
! RIJCOSX wB97M-V def2-TZVPD def2/J DEFGRID3
* xyz 1 2
Ir 0.28619 -0.91041 -0.22903
O -1.47548 -3.46351 2.22838
C -1.34643 -2.33273 1.86756
O -0.15140 -1.93298 1.34877
C -2.46367 -1.31283 2.01501
C -1.99166 0.09244 2.44367
C -3.18978 0.89939 2.95588
C -3.93052 1.21655 1.63005
C -3.00381 0.55125 0.60550
O -1.71154 0.71388 1.18620
C -3.19656 -0.98141 0.67343
C -2.62714 -1.71462 -0.51735
O -3.17218 -2.62953 -1.05679
O -1.44240 -1.26827 -1.02984
H -3.15124 -1.75242 2.73250
H -1.10289 0.10198 3.06974
H -3.79323 0.33891 3.66756
H -2.84726 1.80841 3.44596
H -4.94074 0.81258 1.59313
H -3.98977 2.28786 1.45058
H -3.01489 0.97027 -0.39736
H -4.24575 -1.26153 0.71748
Cl 2.49939 -1.48750 0.33583
C 3.37367 0.03358 0.25466
C 4.74835 0.02857 0.26414
C 5.39119 1.26089 0.21938
C 4.66562 2.44154 0.16847
C 3.28011 2.40590 0.16227
Cl 2.37708 3.86854 0.09611
C 2.60269 1.18336 0.20225
S 0.84195 1.13922 0.26299
H 5.30452 -0.89723 0.30715
H 6.47155 1.29778 0.22471
H 5.16823 3.39768 0.13077
I 2.83210 0.64731 -5.72896
C 1.66098 -0.15195 -4.23985
C 0.62650 -1.05649 -4.37292
N 0.15249 -1.30077 -3.14649
N 0.81984 -0.59030 -2.21979
C 1.73965 0.11505 -2.87297
H 0.20217 -1.52876 -5.24254
H -0.67224 -1.81267 -2.85125
H 2.41632 0.77299 -2.35498
*
```

Löwdin population analysis, charges in e, atoms 1 to 6:
1 Ir 1.18
2 O 0.17
3 C -0.51
4 O -0.28
5 C -0.09
6 C -0.25



(3)
Formula: C17H14ClErNO3S
Source: the Open Molecules 2025 dataset
Level of theory: ωB97M-V with the def2-TZVPD basis set

<S²> ... 3.753
Largest force on an atom ... 2.97 eV/Å
Highest occupied orbital energy (spin up / spin down) ... -4.2 / -4.2 eV

```
! RIJCOSX wB97M-V def2-TZVPD def2/J DEFGRID3
* xyz -1 4
C 2.48742 -2.10080 -0.09567
C 2.50851 -2.23220 -1.51611
C 1.18608 -2.61337 -1.93987
H 3.39674 -2.15541 -2.14813
C 0.34712 -2.65098 -0.78937
C 1.16011 -2.36001 0.34523
H 0.84500 -2.37082 1.38239
H 3.32586 -1.84826 0.54958
H 0.88965 -2.91698 -2.94459
H -0.69910 -2.95234 -0.76313
Er 1.18244 0.05139 -1.43114
Cl 2.90473 1.40797 -0.35039
C 1.29862 1.80775 -3.20119
C 0.07502 1.11569 -3.44824
C 0.38070 -0.21556 -3.84719
H -0.90644 1.58981 -3.53206
C 1.80685 -0.34995 -3.83121
C 2.37434 0.89742 -3.42876
H 3.43694 1.14373 -3.37718
H 1.38446 2.87691 -2.99459
H -0.34422 -0.93615 -4.23181
H 2.36559 -1.20873 -4.20751
O 0.37301 -0.97252 3.01416
C -0.38983 -0.27174 2.33627
N -0.23280 -0.13071 0.97828
S -1.51421 0.25302 0.08087
O -2.10202 1.59100 0.90497
O -0.84685 0.89855 -1.11664
C -2.23069 1.45947 2.26860
C -3.15727 2.32184 2.87434
C -3.40583 2.17494 4.23290
C -2.72422 1.19500 4.96721
C -1.76918 0.38138 4.35009
C -1.50676 0.50108 2.97186
H -3.65072 3.08187 2.27058
H -4.12088 2.83802 4.71608
H -2.92582 1.05329 6.02864
H -1.20235 -0.35360 4.92276
*
```

Löwdin population analysis, charges in e, atoms 1 to 6:
1 C -0.19
2 C -0.26
3 C -0.24
4 H 0.09
5 C -0.19
6 C -0.19



(4)
Formula: C17H14ClFN2O3S
Source: the Open Molecules 2025 dataset
Level of theory: ωB97M-V with the def2-TZVPD basis set

Largest force on an atom ... 1.70 eV/Å
SMILES string ... COc1cc(OC)cc(-c2nnc(SCc3c(F)cccc3Cl)o2)c1
Highest occupied orbital energy ... -8.3 eV
Energy relative to the best compared isomer or geometry (same formula, charge and spin) ... 3.2 kcal/mol

```
! RIJCOSX wB97M-V def2-TZVPD def2/J DEFGRID3
* xyz 0 1
C 4.74481 3.33242 1.39162
H 4.47459 4.23566 1.93622
O 3.57978 2.54378 1.36504
C 3.61396 1.33716 0.73931
C 4.73839 0.81045 0.10975
C 4.67118 -0.43713 -0.50844
C 3.48122 -1.15715 -0.49811
C 2.36481 -0.62521 0.13599
C 2.42350 0.61767 0.75540
H 1.56416 1.04109 1.24826
C 1.13445 -1.38045 0.13788
N 0.89847 -2.51399 -0.44971
N -0.38346 -2.83620 -0.21933
C -0.88106 -1.88259 0.50543
S -2.48359 -1.81858 1.14387
C -2.71805 0.01261 1.32802
C -3.56532 0.53451 0.21798
C -4.94400 0.65656 0.38299
C -5.78600 1.10132 -0.61727
C -5.24191 1.43717 -1.84442
C -3.87894 1.33216 -2.05346
C -3.05507 0.88343 -1.03264
Cl -1.35729 0.76707 -1.33658
H -3.44800 1.59327 -3.00670
H -5.88164 1.78232 -2.64092
H -6.84418 1.17499 -0.42581
F -5.47728 0.33996 1.57778
H -3.21165 0.14274 2.28917
H -1.73171 0.46787 1.34193
O 0.02855 -0.92351 0.78710
H 3.42630 -2.11936 -0.97665
O 5.71396 -1.02926 -1.14477
C 6.95468 -0.36732 -1.19087
H 6.88341 0.58896 -1.71953
H 7.61970 -1.03078 -1.74117
H 7.36161 -0.20185 -0.18785
H 5.65985 1.36770 0.10030
H 5.07049 3.60488 0.38244
H 5.56202 2.82703 1.91638
*
```

Löwdin population analysis, charges in e, atoms 1 to 6:
1 C -0.09
2 H 0.09
3 O -0.07
4 C -0.26
5 C 0.05
6 C -0.26



Number 1: calculated total energy -104655.035 eV. Number 2: calculated total energy -77886.450 eV. Number 3: calculated total energy -76471.920 eV. Number 4: calculated total energy -53052.824 eV.